Computed, not measured: an isolated molecule of C4H11N3O in a non-equilibrium geometry, with the ωB97M-V functional and the def2-TZVPD basis.

```
19
Properties=species:S:1:pos:R:3:lowdin_charge:R:1
C -0.111 1.988 0.563 -0.28
C 1.587 -0.843 -0.375 -0.22
H -1.169 0.933 -0.746 0.04
C 0.522 0.764 1.306 -0.20
H 2.516 -0.999 -0.863 0.11
H 0.889 1.125 2.235 0.10
H 0.616 2.815 0.566 0.10
H -1.794 -2.071 -1.832 0.07
H -0.918 2.257 1.317 0.12
N 0.644 -1.532 -0.876 0.03
N 1.610 0.131 0.607 0.01
H -2.536 -1.974 -0.249 0.08
H -0.253 0.009 1.448 0.11
H 0.025 1.688 -1.449 0.07
H 2.514 0.530 0.770 0.12
H -1.248 -3.238 -0.584 0.10
N -0.697 1.812 -0.741 0.01
C -1.586 -2.167 -0.765 -0.10
O -0.610 -1.228 -0.332 -0.27
```

Output
Electronic energy = -398.43332 a.u.
LUMO = 0.845 eV
Orbital gap = 9.114 eV
Highest occupied orbital energy = -0.304 Ha
Multiplicity = 1